The following is a DFT calculation (ωB97M-V/def2-TZVPD) of a structure of composition C44H49F2IrN4O6.

Structure (XYZ):
```
106
Properties=species:S:1:pos:R:3:mulliken_spin:R:1
Ir 0.67 -1.56 -1.37 0.01
C 3.38 3.40 4.42 0.00
C 2.10 3.17 3.62 0.04
C 1.92 4.35 2.65 0.03
C 0.92 3.12 4.60 0.02
C 2.14 1.91 2.77 0.03
C 1.00 1.57 2.04 -0.14
C 1.06 0.60 1.04 0.08
N 0.08 0.20 0.21 -0.23
C -1.21 0.57 0.15 0.06
C -1.79 1.79 0.50 -0.06
C -3.16 1.98 0.45 0.05
C -3.95 0.95 -0.07 -0.09
C -3.46 -0.26 -0.52 0.02
C -2.06 -0.49 -0.44 0.17
O -1.47 -1.52 -0.86 0.27
C -4.41 -1.25 -1.18 0.06
C -4.88 -0.58 -2.49 0.02
C -5.60 -1.53 -0.26 0.01
C -3.79 -2.60 -1.55 -0.01
C -3.82 3.29 0.83 0.05
C -4.26 3.96 -0.49 0.02
C -2.86 4.24 1.55 0.01
C -5.03 3.05 1.74 0.02
C 2.27 -0.17 0.88 0.12
O 2.29 -1.08 -0.01 0.28
C 3.37 0.05 1.76 0.15
C 3.29 1.12 2.63 -0.03
C 4.56 -0.89 1.67 0.02
C 5.60 -0.63 2.76 0.00
C 5.22 -0.74 0.30 0.03
C 4.03 -2.33 1.83 0.02
H 3.27 4.30 5.01 0.00
H 4.24 3.53 3.77 0.00
H 3.56 2.57 5.11 0.00
H 1.97 5.29 3.20 0.00
H 0.96 4.30 2.14 0.00
H 2.70 4.35 1.89 0.00
H 0.92 4.03 5.20 0.00
H 1.02 2.26 5.26 0.00
H -0.04 3.06 4.09 0.00
H 0.07 2.07 2.23 -0.02
H -1.14 2.61 0.76 -0.01
H -5.01 1.13 -0.16 0.00
H -5.41 0.35 -2.30 0.00
H -5.55 -1.25 -3.02 0.00
H -4.03 -0.38 -3.13 0.00
H -6.11 -0.63 0.06 0.00
H -5.26 -2.06 0.63 0.00
H -6.32 -2.16 -0.77 0.00
H -2.97 -2.49 -2.26 0.00
H -4.55 -3.22 -2.03 0.00
H -3.44 -3.12 -0.67 0.00
H -3.41 4.07 -1.15 0.00
H -4.67 4.95 -0.28 0.00
H -5.02 3.37 -0.99 0.00
H -2.06 4.58 0.89 0.00
H -2.42 3.76 2.43 0.00
H -3.40 5.12 1.90 0.00
H -5.80 2.45 1.26 0.00
H -5.48 4.01 2.01 0.00
H -4.72 2.55 2.65 0.00
H 4.15 1.36 3.24 -0.01
H 6.05 0.35 2.66 0.00
H 6.39 -1.37 2.68 0.00
H 5.16 -0.72 3.75 0.00
H 5.64 0.25 0.18 0.00
H 4.50 -0.91 -0.49 -0.01
H 6.02 -1.47 0.20 0.00
H 3.46 -2.42 2.75 0.00
H 4.87 -3.03 1.87 0.00
H 3.41 -2.59 0.98 -0.01
O -2.52 -6.33 -0.98 0.00
C -2.14 -5.94 0.20 0.00
O -2.70 -6.26 1.22 0.00
C -0.96 -5.03 0.29 0.00
C -0.33 -4.67 1.48 0.00
N 0.63 -3.79 1.18 0.00
N 0.67 -3.54 -0.13 0.00
C -0.28 -4.27 -0.70 -0.01
C -0.50 -4.15 -2.18 0.00
O -1.12 -5.03 -2.77 0.00
O -0.04 -3.10 -2.73 0.01
H -2.00 -5.96 -1.76 0.00
H -0.55 -5.01 2.48 0.00
H 1.31 -3.37 1.80 0.00
F 5.24 -3.60 -3.11 0.00
C 4.34 -2.62 -3.26 0.00
C 3.23 -2.60 -2.43 0.01
C 2.29 -1.60 -2.60 -0.02
C 2.42 -0.63 -3.60 0.01
C 3.59 -0.66 -4.37 0.00
F 3.83 0.29 -5.29 0.00
C 4.55 -1.64 -4.22 0.00
C 1.28 0.25 -3.84 0.00
C 1.15 1.10 -4.94 0.00
C -0.05 1.76 -5.15 0.00
C -1.08 1.60 -4.24 0.00
C -0.86 0.79 -3.14 0.02
N 0.28 0.14 -2.95 0.01
H 3.13 -3.37 -1.68 0.00
H 5.43 -1.65 -4.84 0.00
H 1.96 1.22 -5.64 0.00
H -0.18 2.39 -6.02 0.00
H -2.03 2.08 -4.39 0.00
H -1.63 0.67 -2.40 0.00
```

Summary:
Expectation value of S²: 1.118
M in g mol⁻¹: 960.11
Largest force on an atom in eV Å⁻¹: 5.285
Multiplicity: 2
Net charge: +1
Orbital gap (alpha / beta) in eV: 5.3 / 4.8